1.
A structure of composition C4H11AgO2, computed with the ωB97M-V functional and the def2-TZVPD basis.

Positions of all 18 atoms, in Å:
C1 -2.20 0.69 -0.89
O1 -0.86 0.56 -0.41
C2 -0.20 -0.65 -0.84
C3 1.25 -0.56 -0.43
O2 1.29 -0.12 0.94
C4 2.55 -0.32 1.59
H1 -2.61 1.61 -0.47
H2 -2.20 0.75 -1.98
H3 -2.80 -0.17 -0.55
H4 -0.27 -0.74 -1.93
H5 -0.70 -1.50 -0.36
H6 1.80 0.17 -1.04
H7 1.72 -1.54 -0.52
H8 3.33 0.24 1.06
H9 2.45 0.06 2.61
H10 2.78 -1.39 1.61
Ag1 -0.09 1.27 1.28
H11 -5.25 1.66 0.33

## Properties
Expectation value of S²: 0.750
Spin multiplicity: 2
Frontier orbital gap (spin up / spin down) in eV: 9.407 / 9.504
Charge: +1

***

2.
A structure of composition C62H58BrGeN3O4PSe2Sn, computed with the ωB97M-V functional and the def2-TZVPD basis.

Positions of all 133 atoms, in Å:
Sn1 0.26 0.46 -0.64
O1 -3.18 2.98 -2.86
C1 -3.07 2.25 -3.99
C2 -3.53 2.79 -5.19
C3 -3.46 2.05 -6.36
C4 -2.91 0.78 -6.36
C5 -2.42 0.25 -5.17
C6 -2.51 0.96 -3.98
C7 -1.92 0.38 -2.70
O2 -1.50 1.32 -1.81
N1 -2.95 -0.49 -2.05
N2 -2.96 -0.52 -0.75
C8 -3.59 -1.40 -0.06
C9 -3.63 -1.28 1.38
Br1 -2.78 0.28 2.10
C10 -4.28 -2.07 2.25
C11 -4.99 -3.31 1.93
C12 -6.19 -3.59 2.58
C13 -6.92 -4.73 2.27
C14 -6.46 -5.61 1.31
C15 -5.23 -5.38 0.70
C16 -4.50 -4.24 1.01
H1 -2.59 2.50 -2.19
H2 -3.95 3.79 -5.18
H3 -3.82 2.49 -7.28
H4 -2.83 0.21 -7.28
H5 -1.94 -0.73 -5.17
H6 -1.09 -0.29 -3.01
H7 -3.28 -1.29 -2.59
H8 -4.12 -2.23 -0.52
H9 -4.33 -1.75 3.29
H10 -6.56 -2.90 3.33
H11 -7.87 -4.91 2.78
H12 -7.04 -6.49 1.05
H13 -4.85 -6.08 -0.03
H14 -3.52 -4.08 0.57
O3 0.32 -4.99 -5.33
C17 -0.14 -5.24 -4.01
C18 -0.01 -4.00 -3.12
C19 1.47 -3.79 -2.78
O4 1.99 -4.77 -1.88
C20 -0.62 -2.74 -3.78
Se1 0.53 -1.45 -4.71
C21 -0.83 -4.30 -1.87
Se2 -0.55 -3.02 -0.42
H15 0.48 -5.83 -5.77
H16 0.46 -6.04 -3.54
H17 -1.19 -5.57 -4.03
H18 1.59 -2.79 -2.37
H19 2.06 -3.84 -3.69
H20 1.55 -4.62 -1.02
H21 -1.10 -2.16 -2.99
H22 -1.38 -3.03 -4.51
H23 -0.58 -5.28 -1.45
H24 -1.89 -4.30 -2.12
C22 -3.60 4.83 1.17
C23 -2.86 4.31 2.23
C24 -1.58 3.85 2.01
C25 -1.01 3.91 0.73
C26 -1.76 4.44 -0.32
C27 -3.05 4.91 -0.09
P1 0.63 3.14 0.50
C28 1.76 4.34 1.30
C29 3.13 4.05 1.22
C30 4.06 4.86 1.84
C31 3.65 5.97 2.56
C32 2.30 6.28 2.63
C33 1.36 5.47 2.01
C34 1.02 3.37 -1.25
C35 1.17 4.61 -1.89
C36 1.42 4.64 -3.25
C37 1.53 3.44 -3.96
C38 1.38 2.22 -3.32
C39 1.12 2.16 -1.95
H25 -4.62 5.17 1.34
H26 -3.30 4.24 3.22
H27 -1.01 3.41 2.82
H28 -1.34 4.46 -1.32
H29 -3.62 5.29 -0.92
H30 3.45 3.16 0.68
H31 5.11 4.61 1.79
H32 4.38 6.60 3.06
H33 1.97 7.15 3.18
H34 0.31 5.71 2.08
H35 1.07 5.53 -1.32
H36 1.52 5.59 -3.75
H37 1.72 3.47 -5.02
H38 1.45 1.30 -3.89
C40 5.01 -1.47 -2.23
C41 4.91 -0.08 -2.22
C42 3.81 0.50 -1.62
N3 2.84 -0.21 -1.04
C43 2.96 -1.54 -1.02
C44 4.02 -2.21 -1.61
H39 5.85 -1.95 -2.71
H40 5.67 0.53 -2.68
H41 3.68 1.57 -1.61
H42 2.16 -2.07 -0.52
H43 4.05 -3.29 -1.59
C45 -0.22 2.32 5.99
C46 0.50 2.92 4.97
C47 1.01 2.14 3.94
C48 0.86 0.76 3.92
C49 0.14 0.18 4.96
C50 -0.40 0.95 5.98
Ge1 1.56 -0.25 2.32
C51 3.55 0.04 2.53
C52 4.43 -0.79 1.82
C53 5.79 -0.53 1.76
C54 6.32 0.58 2.41
C55 5.47 1.41 3.12
C56 4.11 1.14 3.18
C57 1.31 -2.14 2.94
C58 -0.01 -2.61 3.04
C59 -0.29 -3.91 3.41
C60 0.74 -4.80 3.67
C61 2.06 -4.36 3.56
C62 2.33 -3.05 3.21
H44 -0.63 2.93 6.80
H45 0.65 4.00 4.96
H46 1.54 2.63 3.13
H47 0.00 -0.90 4.98
H48 -0.97 0.47 6.77
H49 4.04 -1.65 1.30
H50 6.44 -1.19 1.19
H51 7.38 0.78 2.37
H52 5.87 2.28 3.63
H53 3.47 1.81 3.75
H54 -0.82 -1.93 2.79
H55 -1.32 -4.24 3.47
H56 0.52 -5.82 3.95
H57 2.87 -5.06 3.74
H58 3.36 -2.72 3.15

## Properties
Expectation value of S²: 0.774
Spin multiplicity: 2
Frontier orbital gap (spin up / spin down) in eV: 4.961 / 3.839
Charge: -2

***

3.
A structure of composition C42H46N6O2P2Zn, computed with the ωB97M-V functional and the def2-TZVPD basis.

Positions of all 99 atoms, in Å:
Zn1 -0.78 3.29 -1.41
C1 -1.18 1.71 2.25
C2 -0.15 1.28 1.52
C3 0.11 -0.14 1.13
C4 -0.40 -0.69 -0.22
C5 -1.81 -0.39 -0.65
C6 -2.82 -0.07 0.15
C7 -2.83 -0.22 1.64
C8 -2.45 0.99 2.51
C9 -2.32 2.64 -2.56
H1 -1.17 2.74 2.65
H2 0.57 2.03 1.14
H3 -0.21 -0.82 1.93
H4 1.21 -0.26 1.07
H5 0.24 -0.34 -1.04
H6 -0.23 -1.78 -0.17
H7 -1.94 -0.32 -1.74
H8 -3.71 0.40 -0.30
H9 -2.24 -1.10 1.94
H10 -3.88 -0.44 1.92
H11 -3.24 1.76 2.43
H12 -2.47 0.64 3.56
H13 -3.14 3.36 -2.62
H14 -2.78 1.64 -2.55
H15 -1.74 2.73 -3.49
P1 1.76 -5.51 -1.35
P2 3.62 -4.03 0.66
N1 0.18 -6.26 -1.28
N2 2.32 -6.52 -2.74
N3 2.84 -4.08 2.25
N4 5.24 -3.71 1.30
C10 2.54 -6.56 -0.01
C11 3.83 -5.88 0.51
C12 -0.97 -5.48 -1.05
C13 -2.05 -6.33 -0.86
C14 -1.56 -7.68 -0.97
C15 -0.19 -7.61 -1.22
C16 2.65 -5.92 -3.97
C17 3.15 -6.89 -4.83
C18 3.14 -8.14 -4.12
C19 2.62 -7.88 -2.84
C20 1.84 -3.15 2.56
C21 1.30 -3.47 3.79
C22 1.97 -4.64 4.26
C23 2.90 -5.00 3.29
C24 5.91 -4.18 2.43
C25 7.24 -3.80 2.34
C26 7.40 -3.09 1.10
C27 6.17 -3.05 0.48
H16 2.80 -7.56 -0.41
H17 1.80 -6.70 0.82
H18 4.11 -6.33 1.49
H19 4.66 -6.02 -0.21
H20 -0.89 -4.41 -1.04
H21 -3.06 -6.04 -0.66
H22 -2.13 -8.58 -0.89
H23 0.54 -8.39 -1.36
H24 2.51 -4.86 -4.10
H25 3.49 -6.74 -5.84
H26 3.46 -9.11 -4.47
H27 2.47 -8.56 -2.02
H28 1.61 -2.36 1.86
H29 0.51 -2.94 4.30
H30 1.81 -5.17 5.19
H31 3.58 -5.84 3.26
H32 5.39 -4.74 3.20
H33 8.01 -4.00 3.07
H34 8.32 -2.66 0.72
H35 5.85 -2.65 -0.47
O1 -3.64 3.87 1.54
C28 -2.91 4.67 0.99
N5 -3.01 6.08 1.09
C29 -2.39 6.71 -0.06
C30 -1.45 5.60 -0.46
O2 -0.46 5.64 -1.24
N6 -1.82 4.44 0.13
C31 -3.45 6.96 -1.13
C32 -3.30 6.50 -2.43
C33 -4.35 6.65 -3.35
C34 -5.52 7.31 -2.96
C35 -5.64 7.84 -1.67
C36 -4.60 7.67 -0.75
C37 -1.64 7.95 0.33
C38 -1.79 9.17 -0.32
C39 -1.08 10.27 0.14
C40 -0.21 10.15 1.23
C41 -0.05 8.91 1.86
C42 -0.77 7.80 1.41
H36 -3.79 6.49 1.60
H37 -2.35 6.01 -2.72
H38 -4.22 6.24 -4.35
H39 -6.33 7.43 -3.68
H40 -6.54 8.37 -1.36
H41 -4.69 8.09 0.26
H42 -2.46 9.24 -1.18
H43 -1.22 11.22 -0.36
H44 0.34 11.02 1.58
H45 0.63 8.79 2.70
H46 -0.66 6.82 1.89

## Properties
Energy above the lowest of the compared OMol25 structures with the same formula, charge and spin in eV: 0.000
Frontier orbital gap in eV: 7.318

***

4.
A structure of composition C4H3I, computed with the ωB97M-V functional and the def2-TZVPD basis.

Positions of all 8 atoms, in Å:
C1 -0.08 0.32 -0.27
C2 0.09 0.19 1.19
C3 0.48 -0.91 -0.27
C4 -0.04 -1.15 1.14
I1 -1.39 3.88 -1.58
H1 -0.25 1.04 -1.12
H2 1.40 -1.31 -0.74
H3 -0.20 -2.05 1.66

## Properties
Energy above the lowest of the compared OMol25 structures with the same formula, charge and spin in eV: 4.499
Frontier orbital gap (spin up / spin down) in eV: 8.757 / 4.239

***

5.
The ion C3H9N2 with charge +1, computed with the ωB97M-V functional and the def2-TZVPD basis.

Positions of all 14 atoms, in Å:
C1 0.64 -0.11 -0.89
N1 1.85 -0.72 -1.09
H1 -0.23 -0.41 -1.45
H2 0.69 0.98 -0.92
H3 2.73 -0.21 -1.03
H4 2.00 -1.43 -1.79
C2 -2.11 0.55 0.70
C3 -0.82 0.67 1.04
N2 0.17 -0.32 0.62
H5 -2.72 1.44 0.67
H6 -2.49 -0.37 0.28
H7 -0.55 1.40 1.79
H8 0.97 -0.22 1.26
H9 -0.13 -1.27 0.80

## Properties
SMILES: C=C[NH2+]CN
Energy above the lowest of the compared OMol25 structures with the same formula, charge and spin in eV: 1.768
Frontier orbital gap in eV: 11.409
Charge: +1

***

6.
A cluster of 2 separate species, H4N4O in total, computed with the ωB97M-V functional and the def2-TZVPD basis.

Positions of all 9 atoms, in Å:
N1 -2.30 0.16 -0.40
N2 1.04 0.55 -0.31
N3 -0.01 -1.52 -0.14
N4 0.48 -0.45 0.45
O1 -1.75 0.68 0.50
H1 1.64 1.19 0.21
H2 0.29 1.07 -0.69
H3 0.07 -1.30 -1.10
H4 0.55 -0.38 1.47

## Properties
Energy above the lowest of the compared OMol25 structures with the same formula, charge and spin in eV: 1.687
Frontier orbital gap (spin up / spin down) in eV: 7.409 / 8.358

***

7.
A structure of composition C21H28BeF5O2, computed with the ωB97M-V functional and the def2-TZVPD basis.

Positions of all 57 atoms, in Å:
O1 -5.84 -0.85 -1.51
C1 -6.42 -2.16 -1.76
C2 -7.84 -1.65 -1.93
H1 -6.25 -2.81 -0.89
H2 -6.03 -2.62 -2.69
C3 -7.18 -0.27 -1.69
H3 -8.54 -1.99 -1.16
H4 -8.24 -1.73 -2.94
C4 -7.77 0.47 -0.50
H5 -7.81 -0.16 0.39
H6 -8.79 0.78 -0.76
H7 -7.20 1.37 -0.28
C5 -7.09 0.62 -2.92
H8 -6.79 0.01 -3.78
H9 -6.32 1.39 -2.74
H10 -8.05 1.11 -3.13
Be1 -1.22 -1.49 -1.24
C6 0.20 -0.02 -2.06
C7 0.81 -1.29 -2.21
C8 -0.14 -2.18 -2.81
H11 1.86 -1.53 -2.04
C9 -1.34 -1.44 -3.07
C10 -1.15 -0.11 -2.52
H12 -1.85 0.71 -2.62
H13 0.70 0.90 -1.75
H14 0.06 -3.19 -3.15
H15 -2.19 -1.78 -3.65
C11 0.86 2.07 1.45
C12 0.16 2.84 0.48
C13 -1.24 2.62 0.66
H16 0.61 3.49 -0.27
C14 -1.39 1.71 1.75
C15 -0.10 1.37 2.23
H17 0.11 0.69 3.06
H18 1.94 2.03 1.58
H19 -2.04 3.05 0.07
H20 -2.34 1.37 2.17
O2 -5.42 -0.07 1.15
C16 -4.58 0.80 0.35
C17 -3.44 0.02 -0.31
H21 -4.19 1.60 0.99
H22 -5.20 1.27 -0.41
C18 -3.77 -1.46 -0.03
H23 -2.50 0.30 0.20
H24 -3.39 0.25 -1.38
C19 -4.77 -1.36 1.14
H25 -2.90 -2.06 0.25
H26 -4.25 -1.91 -0.90
H27 -4.20 -1.45 2.08
H28 -5.54 -2.13 1.14
F1 0.48 -3.20 -0.03
C20 -0.20 -2.05 0.36
F2 0.77 -1.09 0.64
C21 -0.88 -2.37 1.68
F3 -0.02 -2.76 2.66
F4 -1.53 -1.27 2.18
F5 -1.79 -3.37 1.53

## Properties
Energy above the lowest of the compared OMol25 structures with the same formula, charge and spin in eV: 0.000
Frontier orbital gap in eV: 4.830
Charge: -1

***

8.
A structure of composition C7H15AsN2O3STi, computed with the ωB97M-V functional and the def2-TZVPD basis.

Positions of all 30 atoms, in Å:
Ti1 -1.28 0.50 -0.49
N1 -3.20 -0.02 0.41
C1 -2.85 -1.23 1.22
C2 -1.99 -2.11 0.30
O1 -2.32 -3.24 0.02
N2 -0.89 -1.42 -0.21
C3 -0.27 -2.01 -1.40
C4 -0.68 -1.21 -2.64
O2 -0.63 -1.56 -3.77
O3 -1.12 0.08 -2.27
H1 -3.88 -0.29 -0.30
H2 -3.66 0.68 0.99
H3 -2.27 -0.91 2.08
H4 -3.72 -1.79 1.54
H5 0.82 -1.96 -1.34
H6 -0.56 -3.05 -1.54
C5 1.91 1.46 -1.26
As1 1.49 1.47 0.61
C6 1.93 -0.21 1.41
C7 2.71 2.75 1.33
S1 -0.49 2.21 1.03
H7 2.94 1.09 -1.33
H8 1.85 2.49 -1.60
H9 1.26 0.84 -1.89
H10 2.92 -0.49 1.04
H11 1.19 -0.96 1.17
H12 1.97 -0.05 2.49
H13 3.73 2.43 1.10
H14 2.57 2.79 2.41
H15 2.51 3.72 0.89

## Properties
Expectation value of S²: 0.753
Spin multiplicity: 2
Frontier orbital gap (spin up / spin down) in eV: 8.423 / 9.243
Charge: +1

***

9.
The molecule C17H28N2O4S2, computed with the ωB97M-V functional and the def2-TZVPD basis.

Positions of all 53 atoms, in Å:
C1 -5.45 2.00 2.25
H1 -6.06 1.10 2.21
H2 -6.11 2.85 2.44
H3 -4.76 1.92 3.09
C2 -4.70 2.20 0.94
C3 -5.69 2.36 -0.22
H4 -6.29 3.25 -0.08
H5 -6.35 1.50 -0.27
H6 -5.15 2.45 -1.16
C4 -3.78 3.43 1.01
C5 -2.46 3.17 1.75
H7 -2.14 4.07 2.27
C6 -1.32 2.77 0.80
N1 -1.67 1.58 0.04
C7 -1.95 1.59 -1.27
O1 -1.94 2.57 -1.97
C8 -2.26 0.18 -1.83
C9 -1.02 -0.64 -1.81
C10 -0.10 -0.79 -2.81
C11 1.01 -1.57 -2.42
C12 0.92 -2.01 -1.14
S1 -0.52 -1.48 -0.37
S2 2.15 -2.85 -0.18
O2 3.01 -3.55 -1.07
O3 1.49 -3.54 0.89
N2 3.03 -1.61 0.51
C13 3.81 -0.81 -0.41
H8 4.32 -1.50 -1.09
C14 4.81 0.01 0.41
O4 4.14 0.80 1.37
C15 3.40 0.00 2.26
C16 2.35 -0.82 1.50
H9 1.83 -1.51 2.17
H10 1.63 -0.13 1.04
H11 2.92 0.68 2.96
H12 4.07 -0.68 2.80
H13 5.35 0.71 -0.23
H14 5.51 -0.67 0.90
H15 3.16 -0.13 -0.99
H16 1.84 -1.81 -3.06
H17 -0.22 -0.36 -3.78
H18 -3.04 -0.27 -1.23
H19 -2.61 0.30 -2.85
H20 -1.70 0.71 0.55
C17 -0.02 2.53 1.55
H21 -0.14 1.71 2.26
H22 0.27 3.42 2.10
H23 0.78 2.28 0.86
H24 -1.18 3.56 0.05
H25 -2.59 2.39 2.50
H26 -4.32 4.23 1.51
H27 -3.55 3.76 0.00
H28 -4.09 1.31 0.75

## Properties
SMILES: CC(C)CC[C@@H](C)NC(=O)Cc1ccc(S(=O)(=O)N2CCOCC2)s1
Energy above the lowest of the compared OMol25 structures with the same formula, charge and spin in eV: 0.195
Frontier orbital gap in eV: 9.439

***

10.
The molecule C4H3Cl2NO, computed with the ωB97M-V functional and the def2-TZVPD basis.

Positions of all 11 atoms, in Å:
C1 -2.50 -0.39 0.11
C2 -1.35 0.46 0.03
C3 -3.55 0.48 0.07
C4 0.12 0.13 -0.02
N1 -1.76 1.68 -0.06
O1 -3.10 1.76 0.00
Cl1 -2.67 -2.09 -0.01
Cl2 -5.21 0.20 -0.02
H1 0.32 0.00 -1.06
H2 0.78 0.98 0.44
H3 0.19 -0.95 0.37

## Properties
SMILES: Cc1noc(Cl)c1Cl
Energy above the lowest of the compared OMol25 structures with the same formula, charge and spin in eV: 1.147
Frontier orbital gap in eV: 10.253

***

11.
The molecule C5H10O, computed with the ωB97M-V functional and the def2-TZVPD basis.

Positions of all 16 atoms, in Å:
C1 1.63 0.59 -0.44
C2 0.52 -0.29 0.07
O1 1.04 -1.55 0.46
C3 -0.68 -0.42 -0.92
C4 -1.56 0.32 0.11
C5 -0.43 0.34 1.16
H1 1.20 1.54 -0.79
H2 2.16 0.12 -1.28
H3 2.33 0.80 0.38
H4 0.30 -2.16 0.42
H5 -0.55 0.05 -1.90
H6 -0.98 -1.46 -1.12
H7 -2.45 -0.21 0.43
H8 -1.77 1.33 -0.22
H9 -0.53 -0.34 2.01
H10 -0.30 1.34 1.59

## Properties
SMILES: CC1(O)CCC1
Energy above the lowest of the compared OMol25 structures with the same formula, charge and spin in eV: 0.976
Frontier orbital gap in eV: 10.940

***

12.
The molecule C12H26N6O3, computed with the ωB97M-V functional and the def2-TZVPD basis.

Positions of all 47 atoms, in Å:
C1 -0.93 2.18 -1.36
C2 -1.00 0.78 -0.55
C3 0.11 3.06 -0.73
C4 1.56 2.55 -0.80
C5 2.56 3.03 0.27
C6 2.36 2.65 1.73
C7 -2.55 -1.16 -0.27
C8 -3.44 -0.85 0.92
C9 -1.46 -2.19 0.11
C10 -0.61 -2.76 -1.05
C11 0.77 -3.25 -0.64
C12 3.03 -2.13 -0.19
H1 -2.51 3.22 -0.54
H2 -2.20 3.51 -2.10
H3 -0.61 1.78 -2.30
H4 0.05 4.04 -1.21
H5 -0.15 3.13 0.36
H6 2.01 2.92 -1.71
H7 1.58 1.46 -0.81
H8 2.65 4.10 0.09
H9 3.50 2.64 -0.06
H10 3.26 2.89 2.32
H11 1.54 3.30 2.12
H12 1.36 1.01 1.20
H13 1.78 0.88 2.65
H14 -2.76 0.57 -1.45
H15 -3.26 -1.67 -0.94
H16 -0.81 -1.71 0.82
H17 -2.01 -2.96 0.62
H18 -0.45 -1.95 -1.77
H19 -1.10 -3.58 -1.54
H20 0.66 -3.87 0.26
H21 1.34 -3.81 -1.40
H22 1.44 -1.27 -0.75
H23 4.59 -3.21 -0.39
H24 4.54 -1.01 0.32
H25 3.20 -0.61 0.97
H26 -4.37 0.46 1.86
N1 -2.21 2.80 -1.43
N2 2.19 1.21 1.78
N3 -2.07 0.03 -0.90
N4 1.63 -2.10 -0.15
N5 3.60 -3.28 -0.36
N6 3.60 -0.83 0.07
O1 -0.31 0.44 0.41
O2 -3.76 -1.72 1.74
O3 -3.78 0.46 1.07

## Properties
SMILES: [H]/N=C(\N)NCCC[C@H](NC(=O)[C@@H](N)CCCCN)C(=O)O
Energy above the lowest of the compared OMol25 structures with the same formula, charge and spin in eV: 1.070
Frontier orbital gap in eV: 9.201

***

Computed strongest force on any atom (eV/Å) in order:
5.13 0.87 3.39 3.41 1.56 3.15 2.68 1.04 1.02 2.70 0.78 2.65
Computed M (u) in order:
198.998 1369.282 794.208 177.972 73.119 76.059 416.455 330.064 388.555 151.980 86.134 302.379